{"formula": "C30H26N6PSTi", "method": "ωB97M-V/def2-TZVPD", "e_above_lowest_kj_mol": 0.00, "multiplicity": 2, "charge": 2, "lumo_energy_ev": [-6.7, -6.7], "gap_ev": [7.2, 7.4], "e_homo_ev": [-13.857, -14.021], "symbols": ["Ti", "N", "C", "S", "N", "N", "C", "C", "C", "C", "C", "C", "C", "C", "C", "C", "C", "C", "N", "H", "H", "H", "H", "H", "H", "H", "H", "H", "H", "H", "N", "P", "C", "C", "C", "C", "C", "C", "C", "C", "C", "C", "C", "C", "C", "C", "C", "C", "C", "N", "H", "H", "H", "H", "H", "H", "H", "H", "H", "H", "H", "H", "H", "H", "H"], "coordinates": [[-0.68125, -0.26259, -0.80937], [-1.48132, -0.52363, -4.82082], [-0.91475, -0.72160, -3.62895], [-1.96814, -1.40562, -2.36933], [0.35762, -0.41108, -3.47182], [0.77784, -0.66967, -2.18927], [1.94252, -1.14344, -1.92420], [2.99606, -1.43090, -2.90474], [3.39074, -0.44624, -3.81053], [4.38934, -0.71974, -4.72875], [4.97299, -1.97919, -4.76818], [4.56764, -2.96832, -3.88255], [3.58929, -2.69466, -2.94192], [2.08067, -1.46231, -0.47443], [3.25818, -1.88471, 0.10312], [3.25122, -2.26788, 1.44251], [2.06877, -2.22274, 2.15406], [0.93405, -1.74089, 1.51956], [0.93408, -1.34723, 0.24404], [-2.42580, -0.82014, -4.99337], [-0.89766, -0.26630, -5.60198], [2.92365, 0.52842, -3.78762], [4.70924, 0.04785, -5.41990], [5.74557, -2.19141, -5.49484], [5.01315, -3.95264, -3.92437], [3.26542, -3.47236, -2.26116], [4.16324, -1.92398, -0.48493], [4.16413, -2.60905, 1.91222], [2.01564, -2.53705, 3.18620], [-0.00755, -1.67397, 2.05000], [-2.66677, 1.65949, 0.75200], [-1.66463, 0.49250, 1.49688], [-0.62301, 1.35224, 2.68375], [0.71579, 1.58760, 2.37265], [1.51374, 2.33001, 3.23074], [0.97283, 2.84332, 4.39989], [-0.36430, 2.62266, 4.71383], [-1.16217, 1.88197, 3.86040], [-2.81591, -0.54305, 2.40659], [-4.03836, -0.88091, 1.81975], [-4.89141, -1.76115, 2.46388], [-4.52324, -2.32220, 3.68036], [-3.30267, -2.00286, 4.25704], [-2.44592, -1.11425, 3.62447], [-2.18602, 2.37411, -0.33863], [-2.69718, 3.62852, -0.66269], [-2.18552, 4.29559, -1.75192], [-1.16193, 3.71318, -2.50425], [-0.71188, 2.47591, -2.13471], [-1.21190, 1.79491, -1.07231], [-3.38262, 2.12462, 1.29518], [1.14276, 1.19406, 1.45661], [2.55181, 2.51121, 2.98706], [1.59292, 3.42252, 5.07087], [-0.78053, 3.02956, 5.62530], [-2.20195, 1.70841, 4.11235], [-4.32886, -0.45089, 0.86846], [-5.84400, -2.01110, 2.01719], [-5.19226, -3.00951, 4.18018], [-3.02060, -2.43772, 5.20624], [-1.50291, -0.85433, 4.08960], [-3.47907, 4.06006, -0.05310], [-2.57208, 5.27069, -2.01665], [-0.73187, 4.21418, -3.35820], [0.06512, 1.97370, -2.69746]], "forces_ev_per_angstrom": [[0.1, 0.0, 0.1], [0.1, 0.0, 0.0], [0.3, 0.1, 0.0], [-0.1, 0.0, 0.1], [-0.4, -0.1, -0.2], [0.0, 0.0, -0.1], [0.0, 0.0, 0.1], [0.0, 0.0, 0.0], [0.0, 0.0, 0.0], [0.0, 0.0, 0.0], [0.0, 0.0, 0.0], [0.0, 0.0, 0.0], [0.0, 0.0, 0.0], [0.0, 0.0, 0.0], [0.0, 0.0, 0.0], [0.0, 0.0, 0.0], [0.0, 0.0, 0.0], [0.0, 0.0, 0.0], [-0.1, 0.1, 0.0], [0.0, 0.0, 0.0], [0.0, 0.0, 0.0], [0.0, 0.0, 0.0], [0.0, 0.0, 0.0], [0.0, 0.0, 0.0], [0.0, 0.0, 0.0], [0.0, 0.0, 0.0], [0.0, 0.0, 0.0], [0.0, 0.0, 0.0], [0.0, 0.0, 0.0], [0.0, 0.0, 0.0], [0.1, 0.1, -0.2], [0.1, -0.1, 0.0], [-0.1, 0.0, 0.1], [0.0, 0.0, 0.0], [0.0, 0.0, 0.0], [0.0, 0.0, 0.0], [0.0, 0.0, 0.0], [0.0, 0.0, 0.0], [0.0, 0.0, -0.1], [0.0, 0.0, 0.0], [0.0, 0.0, 0.0], [0.0, 0.0, 0.0], [0.0, 0.0, 0.0], [0.0, 0.0, 0.0], [0.0, -0.2, 0.1], [0.0, 0.0, 0.0], [0.0, 0.0, 0.0], [0.0, 0.0, 0.0], [0.0, 0.0, 0.0], [-0.1, 0.0, 0.0], [0.0, 0.0, 0.0], [0.0, 0.0, 0.0], [0.0, 0.0, 0.0], [0.0, 0.0, 0.0], [0.0, 0.0, 0.0], [0.0, 0.0, 0.0], [0.0, 0.0, 0.0], [0.0, 0.0, 0.0], [0.0, 0.0, 0.0], [0.0, 0.0, 0.0], [0.0, 0.0, 0.0], [0.0, 0.0, 0.0], [0.0, 0.0, 0.0], [0.0, 0.0, 0.0], [0.0, 0.0, 0.0]], "lowdin_charge": [0.75, 0.12, -0.80, 0.68, 0.03, -0.13, -0.13, -0.18, -0.02, -0.05, -0.04, -0.05, -0.03, -0.18, 0.03, 0.01, 0.00, -0.10, 0.00, 0.10, 0.13, 0.11, 0.12, 0.12, 0.12, 0.12, 0.13, 0.13, 0.13, 0.10, -0.09, 0.98, -0.36, -0.10, -0.05, -0.04, -0.04, -0.08, -0.37, -0.09, -0.05, -0.04, -0.05, -0.10, -0.35, 0.02, 0.00, -0.03, -0.10, -0.03, 0.13, 0.09, 0.12, 0.12, 0.12, 0.12, 0.10, 0.12, 0.12, 0.12, 0.11, 0.13, 0.13, 0.12, 0.10]}